Record 1
C26H47IrN7OPS as an isolated structure. Source: the OMol25 dataset; level of theory: ωB97M-V with the def2-TZVPD basis set.

The geometry in XYZ format:
```
84
Properties=species:S:1:pos:R:3:forces:R:3:nbo_charge:R:1
Ir -0.084 -1.066 -1.448 0.008 -0.056 0.202 1.02
S 1.848 -2.326 -2.033 -0.103 0.059 -0.030 -0.11
P 0.796 0.156 1.604 -0.013 0.070 0.058 2.37
O -0.682 -1.426 -3.297 0.060 -0.005 0.010 -0.68
N 0.224 -2.070 -4.170 0.004 -0.001 -0.003 -0.12
N -0.228 0.137 2.904 0.146 -0.109 0.081 -0.82
N -4.527 1.852 -2.424 -0.007 0.009 -0.003 -0.33
N 0.287 -0.571 0.308 0.040 0.008 -0.276 -1.26
N -2.336 0.703 -2.168 0.058 0.001 0.023 -0.42
N 1.026 1.778 1.326 0.054 -0.042 -0.033 -0.82
N 2.136 -0.624 2.152 -0.047 0.034 0.016 -0.84
C 0.051 -3.633 -5.981 0.057 -0.038 0.040 -0.23
C 3.164 -1.945 3.929 -0.003 0.005 -0.009 -0.42
C 1.150 2.323 -0.028 -0.002 0.030 0.037 -0.21
C 1.193 -2.878 -3.577 0.060 -0.013 0.074 -0.05
C 1.085 -4.410 -5.442 -0.016 0.029 -0.015 -0.28
C -4.758 0.511 -1.781 0.014 -0.030 0.011 -0.25
C -2.578 0.724 2.395 0.002 -0.004 -0.007 -0.40
C -2.596 0.872 -3.589 -0.010 -0.006 -0.011 -0.26
C 2.599 2.401 -0.491 0.009 -0.020 0.028 -0.42
C -2.043 -1.450 3.495 0.005 -0.001 -0.006 -0.42
C -3.907 1.673 -3.786 0.026 -0.010 -0.010 -0.25
C 3.289 2.610 1.909 -0.014 0.018 0.002 -0.41
C -0.381 -2.508 -5.344 -0.057 0.041 -0.021 -0.07
C 4.363 -2.342 3.048 0.009 -0.002 0.003 -0.41
C -2.257 1.994 -1.506 -0.028 0.029 -0.023 -0.26
C -3.365 -0.127 -1.559 -0.017 -0.015 -0.004 -0.27
C -1.279 1.123 3.117 -0.049 0.023 -0.054 -0.22
C 1.819 2.524 2.312 0.011 -0.019 0.021 -0.22
C -2.664 -0.803 2.263 -0.022 -0.011 -0.012 -0.42
C 2.629 -0.576 3.533 0.017 0.000 -0.003 -0.21
C -3.638 2.693 -1.549 0.028 0.003 0.017 -0.25
C 2.966 -1.376 1.186 -0.008 -0.028 -0.005 -0.21
C 4.371 -1.556 1.734 -0.004 0.006 0.004 -0.40
C -0.533 -1.173 3.509 -0.076 -0.009 -0.002 -0.21
C 3.434 3.198 0.508 -0.005 -0.001 -0.010 -0.40
C 1.640 -3.996 -4.211 -0.036 0.002 -0.035 -0.23
H -2.208 -2.528 3.506 -0.003 0.004 -0.002 0.23
H -2.516 -1.051 4.396 0.006 -0.002 0.008 0.20
H -1.928 1.848 -0.477 -0.007 0.010 -0.020 0.24
H 4.483 3.213 0.210 -0.003 -0.004 -0.008 0.22
H 2.644 2.850 -1.485 -0.003 0.015 0.005 0.22
H 4.323 -3.411 2.836 0.002 0.002 -0.002 0.21
H -4.637 1.155 -4.405 -0.002 0.001 0.000 0.23
H -0.018 -1.943 2.934 0.003 0.009 0.007 0.22
H -1.505 2.598 -2.012 -0.001 -0.001 -0.002 0.23
H 2.353 -2.669 3.818 0.001 -0.007 0.000 0.20
H 3.000 -0.840 0.237 -0.006 0.009 -0.020 0.21
H 4.979 -2.065 0.985 -0.004 0.003 -0.003 0.23
H 0.719 3.334 -0.013 -0.011 -0.008 -0.007 0.18
H 5.299 -2.166 3.580 -0.001 -0.001 0.002 0.21
H 3.441 -1.939 4.984 -0.005 0.006 -0.001 0.22
H -1.755 1.391 -4.047 0.000 0.004 0.000 0.24
H 1.709 2.049 3.288 -0.015 0.014 -0.006 0.22
H 3.719 1.604 1.925 0.000 0.005 0.005 0.20
H 3.420 0.176 3.642 -0.004 0.001 -0.010 0.18
H 1.398 3.532 2.397 -0.006 0.001 -0.012 0.20
H 1.814 -0.272 4.185 0.002 0.005 0.005 0.22
H -4.116 2.748 -0.572 -0.005 -0.005 -0.002 0.23
H -3.745 2.670 -4.193 0.000 0.003 0.009 0.23
H -2.653 -0.114 -4.045 -0.002 -0.005 0.011 0.25
H 2.445 -4.555 -3.752 0.003 0.008 0.008 0.23
H -3.321 -1.120 -2.006 -0.005 -0.003 -0.001 0.25
H -2.615 1.194 1.405 0.017 -0.023 0.036 0.17
H 0.563 1.709 -0.707 -0.021 -0.028 -0.020 0.22
H -5.422 2.323 -2.532 -0.009 0.002 0.001 0.44
H -1.152 -1.854 -5.724 0.003 -0.009 -0.008 0.20
H -0.417 -3.904 -6.918 -0.001 0.001 -0.005 0.22
H -0.148 -1.212 4.533 -0.005 0.013 -0.006 0.20
H -0.931 2.100 2.790 0.020 0.012 0.003 0.23
H 2.992 1.383 -0.583 0.000 0.000 -0.007 0.21
H -3.701 -1.121 2.133 0.006 -0.001 0.006 0.21
H 2.510 -2.351 0.982 -0.002 -0.002 0.002 0.20
H -3.148 -0.231 -0.496 -0.006 0.014 -0.001 0.24
H -3.432 1.106 2.960 -0.009 0.010 0.009 0.21
H -5.300 0.687 -0.853 -0.005 0.000 0.001 0.23
H 3.831 3.211 2.643 0.002 0.001 -0.005 0.22
H 1.441 -5.299 -5.938 -0.012 -0.002 -0.001 0.22
H -3.602 3.690 -1.983 -0.002 -0.001 -0.002 0.23
H 3.093 4.239 0.514 0.004 0.003 0.003 0.20
H 4.822 -0.571 1.882 0.009 -0.010 0.001 0.20
H -1.454 1.188 4.194 0.003 -0.009 -0.008 0.20
H -5.389 -0.063 -2.457 0.005 0.005 -0.008 0.23
H -2.102 -1.134 1.384 -0.021 0.015 -0.010 0.22
```
Positions in Å, forces in eV/Å.

Results
Strongest force on any atom (eV/Å): 0.28
Charge: +1
Molecular weight (g mol⁻¹): 728.968
Kohn-Sham gap (alpha / beta) (eV): 4.16 / 6.75
HOMO level (alpha / beta) (eV): -6.983 / -10.050
⟨S²⟩: 8.7934
Relative energy (zero: lowest compared OMol25 entry of this formula, charge and spin) (kcal per mole): 0.0
Calculated total energy (eV): -63156.195
Multiplicity: 6



Record 2
C26H48AgBr3O12 as an isolated structure in a non-equilibrium geometry. Source: the OMol25 dataset; level of theory: ωB97M-V with the def2-TZVPD basis set.

The geometry in XYZ format:
```
90
Properties=species:S:1:pos:R:3:forces:R:3:lowdin_charge:R:1
Ag 0.776 -2.989 -1.685 -0.121 -0.158 -0.045 0.81
Br 3.258 3.419 -0.208 1.434 -0.233 0.393 0.56
Br 5.329 2.383 2.151 -0.160 0.560 -0.767 0.57
Br 6.486 4.242 -0.396 -1.277 -1.074 0.772 0.53
O 2.884 -2.944 -0.748 1.285 0.455 1.124 -0.03
O -4.499 -0.819 -0.845 -0.047 0.063 0.141 0.14
O -0.587 -2.330 -3.433 -1.673 1.262 -1.236 -0.05
O 2.435 -1.732 6.012 0.408 -0.230 0.476 0.19
O -4.584 0.983 -2.143 -0.203 0.248 -1.124 0.08
O 0.404 -1.257 5.295 -0.629 0.769 1.113 0.11
O -1.418 -3.880 -1.217 -0.212 -0.369 -0.606 0.00
O 2.096 -1.533 -3.196 -0.846 -0.018 -0.031 0.00
O -0.142 6.202 2.660 -1.184 -2.353 1.629 0.05
O -4.365 1.255 0.030 -0.131 -0.223 0.204 0.08
O 1.840 -2.210 3.909 0.532 0.201 0.869 0.09
O 0.167 -1.139 -0.449 -0.702 2.254 0.450 -0.07
C -4.501 0.366 -0.981 0.279 -0.081 1.112 -0.57
C -0.342 0.189 -0.405 0.629 -0.704 -0.052 -0.30
C -0.486 5.185 3.279 1.286 0.412 0.266 -0.42
C -1.124 -0.102 -4.149 -0.618 -1.128 -0.198 0.01
C -4.369 2.612 -0.446 0.587 0.047 -0.178 -0.25
C 5.224 -3.172 -0.505 -0.137 -0.515 0.628 0.00
C 1.611 -1.741 5.165 2.007 -0.159 0.643 -0.59
C -3.056 3.324 -0.034 -0.078 -0.265 -0.820 -0.01
C -3.612 -4.910 -0.864 0.987 0.459 -0.525 0.01
C -0.329 3.774 2.649 -0.053 1.987 -0.623 -0.04
C 2.733 0.708 -3.344 0.388 0.665 0.199 -0.01
C -0.963 5.155 4.768 0.195 1.158 -1.094 -0.02
C 0.783 -1.762 3.154 -1.605 -0.749 -2.764 -0.15
C -0.333 -1.416 4.108 -0.826 0.571 0.305 -0.30
C 5.128 2.893 0.273 0.357 0.388 -0.305 -1.50
C 3.903 -2.515 -0.192 -0.653 -0.609 -1.671 -0.43
C 3.893 -1.309 0.692 -1.201 -0.253 0.405 0.01
C -1.484 -1.536 -3.758 0.818 -1.482 1.733 -0.38
C -1.085 -0.107 3.865 -0.074 0.064 0.210 0.00
C -2.650 -3.023 0.551 -0.489 1.475 0.519 -0.02
C 4.186 -1.344 -4.108 0.376 0.960 -1.685 0.00
C -2.969 -1.941 -3.516 0.886 0.613 -1.019 0.01
C -4.528 2.383 -1.984 0.791 1.493 0.483 -0.07
C 2.943 -0.752 -3.572 -0.754 -1.526 2.232 -0.48
C 0.598 1.150 0.289 0.587 -0.192 1.890 -0.11
C -2.475 -3.887 -0.622 -0.298 -2.096 0.777 -0.46
H -3.590 -1.546 -4.321 -0.054 0.010 -0.122 0.09
H 5.074 -4.154 -0.954 -0.129 0.239 -0.250 0.09
H -3.625 2.799 -2.431 0.140 -0.384 -0.381 0.12
H -3.689 -2.754 0.743 0.026 -0.013 -0.134 0.08
H -1.976 4.753 4.794 -0.102 0.153 0.049 0.08
H 0.616 1.041 1.374 -0.359 -0.333 0.243 0.06
H -3.448 -5.451 -1.796 -0.312 0.468 -0.310 0.08
H 5.761 -3.357 0.425 0.194 0.245 0.059 0.09
H -0.402 0.742 3.850 0.326 -0.137 -0.389 0.07
H 1.655 1.012 0.062 -0.239 0.423 -0.803 0.03
H -5.204 3.155 -0.005 -0.121 -0.283 0.004 0.15
H -2.770 3.189 1.009 -0.556 0.203 0.025 0.07
H -0.332 0.708 -1.363 -0.405 -0.918 -0.856 0.11
H 4.456 -0.475 0.273 0.273 -0.170 0.181 0.08
H -1.159 -0.001 -5.234 -0.303 0.053 -0.089 0.10
H -1.730 0.147 4.706 -0.153 -0.457 0.088 0.09
H -3.355 -1.466 -2.614 0.235 -0.031 0.143 0.05
H 2.853 -1.009 0.827 -0.060 0.198 -0.291 0.06
H 1.023 -0.929 2.494 0.373 0.342 0.228 0.11
H 5.374 1.973 -0.256 -0.268 0.427 -0.112 -0.06
H -2.279 -3.472 1.472 0.234 -0.287 -0.154 0.10
H 0.510 -2.579 2.486 -0.229 0.006 -0.145 0.14
H -2.084 -2.117 0.334 0.031 0.097 0.365 0.06
H -3.103 4.374 -0.323 -0.284 0.178 0.450 0.10
H -1.918 0.493 -3.699 0.308 0.558 -0.097 0.07
H 4.957 -1.610 -3.385 -0.136 0.428 0.158 0.09
H 2.110 1.004 -2.501 -0.364 -0.882 0.115 0.06
H -4.555 -4.371 -0.774 -0.097 -0.264 -0.352 0.09
H -5.350 2.891 -2.488 -0.311 -0.355 0.370 0.14
H 2.211 1.097 -4.218 0.559 0.458 -0.254 0.10
H -0.918 6.186 5.119 -0.395 -0.032 0.074 0.08
H -0.019 4.033 1.637 0.065 -0.470 -0.180 0.06
H -3.109 -3.020 -3.461 0.330 0.127 0.040 0.08
H -3.620 -5.729 -0.145 0.236 0.369 0.593 0.09
H -0.373 4.576 5.478 0.318 -0.316 -0.532 0.08
H 3.970 -2.233 -4.700 -0.191 0.011 0.215 0.10
H -2.187 2.990 -0.602 -0.061 -0.555 -0.245 0.07
H -1.316 0.293 0.074 -0.290 -0.460 -0.149 0.10
H -0.098 0.136 -3.865 -0.248 -0.030 0.371 0.06
H 0.481 3.242 3.149 -0.321 -0.214 0.139 0.08
H -1.296 3.272 2.614 0.240 -0.330 0.332 0.06
H 4.195 -1.583 1.703 0.631 0.134 -0.070 0.10
H -0.999 -2.245 4.346 -0.284 -0.080 -0.626 0.16
H 0.167 2.143 0.163 0.561 0.158 -0.420 0.06
H -1.712 -0.106 2.973 0.142 -0.151 -0.130 0.08
H 4.500 -0.563 -4.801 1.079 -0.236 -0.147 0.09
H 3.676 1.188 -3.080 0.158 0.336 -0.864 0.08
H 5.849 -2.546 -1.142 -0.046 0.088 0.030 0.09
```
Positions in Å, forces in eV/Å.

Results
Strongest force on any atom (eV/Å): 3.28
Charge: +1
Molecular weight (g mol⁻¹): 900.238
Kohn-Sham gap (alpha / beta) (eV): 8.97 / 6.80
HOMO level (alpha / beta) (eV): -11.739 / -11.739
⟨S²⟩: 0.7546
Calculated total energy (eV): -266427.610
Multiplicity: 2



Record 3
A 20-piece molecular cluster, C26H48BrCl38N2 overall. Source: the OMol25 dataset; level of theory: ωB97M-V with the def2-TZVPD basis set.

The geometry in XYZ format:
```
115
Properties=species:S:1:pos:R:3:forces:R:3:lowdin_charge:R:1
Br -7.514 -3.325 1.696 -0.222 -0.066 0.024 0.72
Cl 5.592 -2.993 -4.975 -0.016 -0.025 -0.039 0.51
Cl 0.714 -3.558 5.192 0.020 -0.005 0.048 0.46
Cl 2.211 2.128 -3.649 0.015 0.030 0.103 0.52
Cl 2.409 5.951 -0.123 -0.235 0.340 0.041 0.55
Cl 3.091 -4.480 6.642 0.000 0.012 0.001 0.52
Cl -5.161 0.674 10.204 0.010 0.010 0.013 0.52
Cl 2.987 4.683 -12.402 -0.009 -0.007 0.008 0.51
Cl -5.278 -6.574 -3.037 0.090 -0.005 -0.125 0.55
Cl 7.117 5.513 -0.133 0.008 -0.015 0.034 0.53
Cl 0.711 4.596 -3.159 0.145 0.062 0.140 0.51
Cl 6.936 2.294 2.668 0.074 0.018 -0.022 0.52
Cl 4.990 2.287 -0.791 0.023 -0.003 -0.025 0.52
Cl -3.751 6.209 -5.372 0.005 0.012 0.008 0.52
Cl 5.226 6.519 -2.130 0.123 -0.013 -0.085 0.53
Cl 3.273 3.742 -8.344 -0.024 -0.029 -0.018 0.54
Cl 6.732 -0.787 -2.350 0.010 0.010 0.052 0.52
Cl -2.602 3.631 9.671 0.184 0.259 0.124 0.55
Cl 6.034 1.269 5.265 -0.002 -0.014 -0.002 0.51
Cl -1.019 1.404 -7.194 -0.062 -0.146 -0.081 0.50
Cl -5.052 4.481 8.312 -0.010 -0.002 0.002 0.52
Cl -0.220 0.224 2.219 -0.015 -0.028 0.032 0.56
Cl -3.070 -4.841 4.477 -0.043 0.006 -0.108 0.53
Cl -1.111 -2.532 2.626 -0.111 -0.027 -0.041 0.53
Cl 0.814 5.309 -7.909 0.198 -0.071 -0.111 0.51
Cl -7.296 -4.699 -4.029 0.005 0.011 0.026 0.54
Cl 1.525 -0.600 -1.044 0.005 0.109 -0.200 0.54
Cl 2.699 2.529 1.020 -0.008 -0.003 -0.004 0.52
Cl -4.965 0.721 7.277 0.078 -0.063 -0.005 0.50
Cl 0.418 7.771 -1.271 0.035 0.058 0.041 0.52
Cl -1.471 4.392 -5.705 -0.356 -0.057 -0.062 0.44
Cl 1.473 -0.176 -7.174 -0.082 -0.069 -0.165 0.51
Cl -2.530 -7.280 6.006 0.005 -0.005 -0.016 0.57
Cl 2.403 7.341 -11.305 -0.015 -0.019 0.063 0.50
Cl 6.456 -0.834 0.561 0.127 -0.033 0.112 0.53
Cl -1.154 -1.764 7.890 0.046 0.113 0.044 0.54
Cl 3.760 -0.744 -4.541 0.026 0.031 0.090 0.49
Cl -3.504 -3.344 8.631 -0.038 0.001 -0.035 0.53
Cl 3.560 -2.500 -0.136 -0.164 -0.046 -0.032 0.50
N -4.135 -4.568 0.892 0.401 0.104 0.085 0.20
N -2.867 -4.791 1.183 -0.284 -0.226 -0.171 0.05
C 4.206 3.273 0.449 0.092 0.096 -0.141 -1.04
C 1.815 -3.265 6.551 0.043 -0.011 0.080 -1.03
C 6.926 0.919 3.781 -0.012 -0.056 0.013 -1.03
C 2.586 5.293 -7.850 0.057 0.245 -0.037 -0.99
C -4.077 0.670 8.813 0.086 0.038 -0.010 -1.04
C 4.676 -1.682 -5.726 0.021 -0.036 -0.090 -1.01
C 1.751 5.750 -11.730 -0.048 -0.051 0.024 -1.02
C 2.133 7.503 -0.944 -0.134 -0.034 -0.070 -1.01
C -1.997 6.020 -5.274 0.114 0.057 0.074 -1.03
C 3.261 -0.900 -0.829 0.148 0.006 0.026 -1.04
C -7.125 -5.213 1.348 0.513 0.473 0.026 -0.69
C -6.253 -5.300 0.070 -0.185 -0.465 0.043 -0.20
C -5.584 -4.962 -3.728 -0.051 0.096 -0.025 -1.00
C -0.541 -1.314 1.443 0.074 0.160 -0.136 -1.00
C 1.180 3.020 -2.516 -0.013 -0.026 -0.029 -0.99
C 0.728 1.411 -6.947 0.077 0.218 0.207 -1.05
C -3.927 4.808 9.631 -0.066 0.018 0.025 -0.99
C -2.890 -6.985 0.371 -0.142 -0.078 -0.045 0.02
C -4.803 -5.563 0.347 -0.490 0.058 -0.275 -0.26
C -4.206 -6.805 0.044 0.238 0.183 0.348 0.01
C -6.489 -5.775 2.611 -0.307 -0.203 0.008 -0.17
C 6.094 6.865 -0.626 -0.073 0.023 0.065 -1.00
C 7.584 -0.810 -0.803 0.074 0.096 -0.040 -0.97
C -2.683 -2.460 7.342 -0.076 -0.013 -0.104 -1.03
C -2.231 -5.922 0.972 0.490 -0.234 0.024 -0.01
C -3.535 -6.532 4.777 -0.014 -0.095 0.092 -1.01
H 3.744 -0.841 -1.797 -0.046 -0.062 -0.012 -0.05
H 0.918 1.715 -5.925 -0.011 0.006 -0.024 -0.04
H 2.497 8.298 -0.304 -0.051 -0.022 0.067 0.03
H 0.972 5.888 -12.469 0.032 0.028 -0.040 0.03
H 1.352 5.293 -10.832 0.028 0.005 0.022 -0.02
H 5.369 -1.018 -6.226 0.025 0.024 0.040 0.03
H 6.454 0.081 3.283 -0.036 0.019 -0.017 -0.02
H -6.020 -6.748 2.434 0.018 -0.036 -0.077 0.08
H -8.075 -5.696 1.153 -0.113 0.116 -0.042 0.09
H 0.282 2.441 -2.336 -0.012 -0.017 -0.064 0.03
H -3.441 1.548 8.874 -0.206 -0.175 -0.104 -0.07
H -5.761 -5.078 3.018 0.135 -0.054 0.004 0.04
H -6.345 -4.396 -0.526 -0.044 0.090 0.035 0.09
H -2.368 -4.008 1.627 -0.100 0.118 0.023 0.03
H 7.951 0.684 4.039 0.014 0.054 0.026 0.03
H -2.376 -7.915 0.184 0.094 -0.011 0.010 0.13
H -3.424 -7.086 3.851 0.022 0.026 -0.016 0.01
H 1.172 2.111 -7.643 -0.014 -0.064 -0.081 -0.04
H -4.775 -7.602 -0.408 -0.147 0.045 -0.039 0.11
H -4.567 -6.541 5.108 0.004 0.054 0.035 0.03
H -1.198 -5.982 1.283 0.042 0.178 0.045 0.15
H 1.238 -3.293 7.465 -0.028 -0.052 -0.011 -0.01
H -3.485 -0.236 8.837 -0.059 -0.054 0.048 -0.03
H 0.370 -1.681 0.991 0.037 -0.086 0.131 -0.04
H 5.363 7.040 0.155 -0.023 -0.033 -0.006 0.01
H -1.535 6.722 -5.960 -0.028 -0.015 -0.044 0.02
H 2.666 7.491 -1.885 0.005 -0.091 -0.019 -0.02
H -7.266 -5.932 3.356 0.017 0.077 0.106 0.09
H -5.041 -4.890 -4.662 -0.016 -0.065 -0.023 0.03
H 2.270 -2.292 6.411 0.014 -0.006 -0.054 0.03
H 2.955 6.055 -8.528 -0.016 -0.010 -0.033 0.00
H 2.892 5.500 -6.832 -0.025 -0.069 0.029 0.03
H 3.976 -2.111 -6.434 -0.035 -0.012 0.030 0.01
H 8.193 0.083 -0.727 -0.050 0.044 -0.002 0.03
H 4.874 3.376 1.294 0.010 -0.055 0.008 -0.03
H -3.327 -1.654 7.005 -0.019 0.030 0.044 -0.01
H 6.715 7.739 -0.780 0.050 -0.035 -0.045 0.03
H -6.642 -6.113 -0.540 0.081 -0.067 -0.050 0.10
H 3.972 4.235 0.001 0.116 -0.260 0.094 -0.09
H -5.236 -4.217 -3.022 0.010 -0.022 0.026 0.02
H 1.729 3.170 -1.596 0.088 0.020 0.043 -0.03
H -1.686 6.224 -4.254 -0.033 -0.034 0.021 0.00
H 3.655 -0.147 -0.159 -0.051 -0.007 0.055 -0.05
H -1.309 -1.177 0.691 -0.089 -0.031 0.077 0.03
H -4.463 4.744 10.569 -0.010 -0.054 -0.001 0.03
H -3.501 5.793 9.492 0.032 -0.012 -0.045 0.03
H -2.475 -3.144 6.530 0.084 -0.049 0.042 -0.04
H 8.197 -1.701 -0.755 -0.051 -0.045 -0.009 0.03
```
Positions in Å, forces in eV/Å.

Results
Strongest force on any atom (eV/Å): 0.70
Charge: +1
Molecular weight (g mol⁻¹): 1815.802
Kohn-Sham gap (eV): 7.30
HOMO level (eV): -11.781
Calculated total energy (eV): -576609.630